The following is a DFT calculation (wB97M-V/def2-TZVPD) of a molecular structure, C23H18ClN2O4Ta at a distorted geometry.

XYZ file:
```
49
C23H18ClN2O4Ta | OMol25 | wB97M-V/def2-TZVPD
C 1.813 -0.060 -0.284
H 6.036 1.697 -0.611
H -1.660 6.147 1.437
C -0.730 1.094 2.690
C 5.182 -1.495 0.224
H -2.647 -3.412 -0.202
C -0.742 -1.291 2.386
H 5.659 -2.430 0.483
H -3.419 -4.122 -4.730
Cl 7.665 -0.508 0.037
C -2.236 -2.492 -0.617
H -2.856 -1.466 2.033
H -1.896 4.394 -0.306
C -2.278 -2.386 -2.048
O 1.178 1.050 -0.564
C 5.964 -0.373 -0.048
H -0.527 3.188 4.310
H 3.190 -2.251 0.343
H -0.667 0.880 3.757
C -2.525 -2.170 -4.800
H 3.567 1.900 -0.745
O -1.253 -0.253 -1.985
N -0.680 0.089 1.876
O -1.426 1.852 0.082
H -0.864 -1.318 3.467
C 3.230 -0.161 -0.197
C -2.856 -3.427 -2.787
C -0.806 3.466 3.301
H -0.970 5.553 3.734
C -1.059 4.783 2.981
C -1.828 -1.254 -2.730
C 5.397 0.853 -0.398
C -1.928 -1.916 1.675
C -2.974 -3.320 -4.159
H -1.598 -0.224 -4.583
C -1.950 -1.120 -4.089
H -3.213 -4.310 -2.271
C -1.294 2.843 1.026
Ta -0.678 0.204 -0.296
C 4.027 0.960 -0.471
N -1.801 -1.609 0.229
H 0.178 -1.808 2.116
H -2.625 -2.082 -5.874
C -1.448 5.115 1.684
H -1.976 -2.991 1.842
O 0.993 -1.044 -0.087
C -1.579 4.146 0.697
C 3.813 -1.389 0.148
C -0.905 2.471 2.319
```

Properties
* molecular weight: 602.8 g mol⁻¹
* HOMO: -14.54 eV
* orbital gap: 7.274 eV
* charge: +2
* electronic energy: -49378.1573 eV
* LUMO: -0.2670 Ha


The following is a DFT calculation (wB97M-V/def2-TZVPD) of a molecular structure, C23H18F3N4O3PtS3.

XYZ file:
```
55
C23H18F3N4O3PtS3 | OMol25 | wB97M-V/def2-TZVPD
C -2.526 2.483 -1.576
C 4.419 0.647 2.034
F 0.016 -1.227 -4.440
H 5.128 1.366 2.424
Pt 0.871 -1.976 0.728
S 0.612 -1.555 -1.544
H 3.660 2.037 -1.090
C 4.881 -0.593 1.584
C 1.435 1.799 -3.601
C -0.261 0.024 -4.039
N -1.510 -3.163 1.696
H -4.573 -4.034 2.650
H -3.824 0.786 -1.426
F -1.424 -0.021 -3.366
H 2.694 1.927 2.344
H -0.871 -4.003 4.840
C -1.424 3.133 -1.016
O -0.940 -2.743 0.543
H -1.072 4.058 -1.455
C -2.338 0.761 0.109
O 0.267 1.733 2.754
C 2.860 1.656 -1.716
C -2.840 -3.392 1.625
H -2.501 3.488 -3.475
N 2.685 -1.182 1.074
S -0.377 0.720 1.977
C -0.783 -3.363 2.810
C 3.078 0.982 1.995
C -0.779 2.617 0.091
S 0.913 -3.035 2.790
C 0.854 0.608 -3.207
C -1.449 -3.846 3.942
C 2.456 2.347 -2.842
C -3.219 3.061 -2.775
H -3.898 3.861 -2.473
H -3.279 -3.179 0.662
H 5.932 -0.839 1.610
N 2.326 0.498 -1.330
C 3.976 -1.514 1.110
H 4.250 -2.497 0.754
C 2.236 0.015 1.473
H 0.069 3.125 0.530
H -3.802 2.305 -3.298
O -1.174 -0.309 2.571
H -2.680 -0.161 0.556
H 1.088 2.293 -4.498
C -3.510 -3.858 2.717
C 1.336 -0.021 -2.044
C -2.974 1.300 -0.996
C -1.245 1.428 0.642
F -0.480 0.753 -5.143
C -2.798 -4.090 3.899
H -3.309 -4.454 4.779
N 0.887 -0.032 1.163
H 2.930 3.276 -3.123
```

Properties
* molecular weight: 746.7 g mol⁻¹
* HOMO (spin up / spin down): -11.11 / -11.11 eV
* orbital gap (spin up / spin down): 5.983 / 5.982 eV
* charge: +1
* electronic energy: -80143.8297 eV
* LUMO (spin up / spin down): -0.1886 / -0.1886 Ha


The following is a DFT calculation (wB97M-V/def2-TZVPD) of a molecular structure, C23H18FI2N3O4Ru at a distorted geometry.

XYZ file:
```
52
C23H18FI2N3O4Ru | OMol25 | wB97M-V/def2-TZVPD
C 2.306 -4.975 -0.403
H 1.905 -4.731 -2.509
I -4.233 2.856 -1.394
H -1.694 -3.132 -2.271
C -1.125 -1.301 -1.287
H -2.043 4.912 4.779
C -0.988 -2.622 -1.628
C 0.865 -1.449 0.090
C -2.129 -0.265 -1.613
O -0.431 0.548 0.008
H -1.734 -5.277 -0.295
N -0.487 3.137 -0.949
H 2.036 -5.668 0.398
H -0.506 -4.940 -2.380
H 1.714 0.143 1.290
C -1.625 3.490 1.721
Ru -1.877 1.745 -0.649
C 1.483 -5.256 -1.650
C 1.817 -0.879 0.955
H 1.491 -6.320 -1.883
C -0.154 5.397 1.995
H 0.603 6.080 1.633
C 0.044 -4.815 -1.447
C 1.107 4.282 -1.968
C 3.019 -2.975 0.917
I -3.722 5.452 -1.125
C 2.861 -1.653 1.351
H 3.365 -5.136 -0.602
C -0.614 4.345 1.194
H -2.904 3.032 3.382
H -0.291 6.403 3.861
H 1.844 4.678 -2.644
C -0.102 4.111 -0.121
H 1.364 5.610 -0.352
C 0.247 3.229 -2.098
C -0.238 -0.689 -0.390
C 2.105 -3.560 0.078
H 3.891 -3.528 1.245
O -2.135 2.492 1.062
H -0.618 -6.627 -0.503
F 3.787 -1.152 2.166
H -0.242 -5.337 0.646
N 0.022 -3.347 -1.165
H 0.113 2.544 -2.916
N 0.880 4.815 -0.735
C -1.662 4.738 3.783
O -1.723 0.701 -2.374
O -3.102 -0.062 -0.832
C 0.992 -2.788 -0.332
C -2.139 3.709 3.028
C -0.664 5.586 3.258
C -0.679 -5.553 -0.329
```

Properties
* molecular weight: 774.3 g mol⁻¹
* HOMO (spin up / spin down): -13.93 / -14.00 eV
* orbital gap (spin up / spin down): 4.923 / 5.067 eV
* charge: +2
* electronic energy: -58290.6138 eV
* LUMO (spin up / spin down): -0.3310 / -0.3284 Ha


The following is a DFT calculation (wB97M-V/def2-TZVPD) of a molecular structure, C23H18N2O3S2W.

XYZ file:
```
49
C23H18N2O3S2W | OMol25 | wB97M-V/def2-TZVPD
H -1.836 -2.570 -5.161
C -1.709 1.367 -0.748
C -3.385 3.565 -0.753
H 0.807 0.767 -4.677
H -0.824 -0.480 -6.025
C 0.485 3.916 1.139
C -1.279 2.550 -0.127
H -2.587 -1.086 3.875
C 0.370 -0.149 -4.303
C 3.751 -2.366 4.213
C 0.782 -0.644 -3.043
C 1.876 -1.509 2.962
H -3.237 0.332 -1.821
H -1.234 -3.417 -2.932
C -3.777 2.374 -1.356
C 0.030 2.648 0.503
C 4.617 -2.003 3.185
C -1.698 -1.030 3.273
C 0.192 -1.842 -2.544
W 0.796 -0.319 -0.239
C 0.459 -1.217 2.796
C -2.150 3.651 -0.142
C -0.543 -0.842 -5.045
H 5.676 -2.197 3.279
H -0.227 4.243 1.899
H -4.043 4.421 -0.762
O 0.815 1.674 0.553
O -0.889 0.279 -0.777
C -1.121 -2.033 -4.552
H 4.785 -1.102 1.227
C 2.394 -2.124 4.104
S 0.582 -2.484 -0.983
S 1.981 0.246 -2.158
C 2.774 -1.171 1.954
C 4.134 -1.394 2.038
C -0.782 -2.514 -3.320
H -4.746 2.309 -1.833
O 2.259 -0.603 0.817
N -0.150 -0.763 1.693
H 1.745 -2.432 4.914
H 1.463 3.767 1.586
H 4.137 -2.845 5.101
H 0.541 4.703 0.384
N -0.462 -1.385 3.759
C -2.945 1.263 -1.356
H -0.272 -1.697 4.697
C -1.501 -0.662 1.988
H -2.223 -0.342 1.259
H -1.853 4.579 0.325
```

Properties
* molecular weight: 618.4 g mol⁻¹
* HOMO (spin up / spin down): -14.49 / -14.49 eV
* orbital gap (spin up / spin down): 6.176 / 6.175 eV
* charge: +2
* electronic energy: -56750.7027 eV
* LUMO (spin up / spin down): -0.3055 / -0.3055 Ha


Question: Which value of molecular weight does entry 1 give?
Answer: 602.8 g mol⁻¹


Question: electronic energy of number 2 (C23H18F3N4O3PtS3)?
Answer: -80143.8297 eV


Question: Which formula does entry 2 have?
Answer: C23H18F3N4O3PtS3